A structure of composition CIO4S at a distorted geometry. Source: OMol25; level of theory: ωB97M-V with the def2-TZVPD basis set.

## Properties
HOMO energy   -3.63 eV
Lowest unoccupied orbital energy   0.94 eV
DFT total energy   -28163.0014 eV
ΔE to the lowest compared entry with this formula, charge and spin   138.8 kJ/mol

```
! RIJCOSX wB97M-V def2-TZVPD def2/J DEFGRID3
* xyz -1 1
C 0.021 -0.571 2.168
O 0.807 0.551 -1.354
O -0.396 0.200 1.390
O -1.297 1.592 -1.605
O -1.226 -0.880 -1.495
S -0.586 0.423 -1.221
I 2.677 -1.315 2.116
*
```

---

A cluster of 2 separate species, C5H10O3 in total at a distorted geometry. Source: OMol25; level of theory: ωB97M-V with the def2-TZVPD basis set.

## Properties
HOMO energy   -8.81 eV
Lowest unoccupied orbital energy   0.37 eV
DFT total energy   -11486.7284 eV
ΔE to the lowest compared entry with this formula, charge and spin   333.7 kJ/mol

```
! RIJCOSX wB97M-V def2-TZVPD def2/J DEFGRID3
* xyz 0 1
C -1.040 0.832 -0.553
C -1.760 -0.200 0.272
C -1.902 1.901 -1.166
O -2.990 -0.291 0.308
O 0.143 1.316 -0.086
H 0.619 0.642 0.441
H -1.139 -0.528 1.138
H -1.032 -0.310 -1.168
H -2.180 2.609 -0.385
H -1.356 2.431 -1.942
H -2.811 1.456 -1.561
C 2.203 -1.577 0.974
C 2.562 -1.520 -0.296
O 1.452 -0.587 1.564
H 1.329 -0.763 2.502
H 2.457 -2.415 1.612
H 3.169 -2.299 -0.722
H 2.278 -0.695 -0.929
*
```

---

An isolated molecule of C4H6S at a distorted geometry. Source: OMol25; level of theory: ωB97M-V with the def2-TZVPD basis set.

## Properties
HOMO energy   -8.40 eV
Lowest unoccupied orbital energy   1.07 eV
DFT total energy   -15078.4052 eV
ΔE to the lowest compared entry with this formula, charge and spin   133.9 kJ/mol

```
! RIJCOSX wB97M-V def2-TZVPD def2/J DEFGRID3
* xyz 0 1
C -2.671 -0.083 -0.026
C -1.359 0.230 -0.100
C 1.473 -0.126 0.471
C 2.501 0.040 -0.305
H -2.948 -1.117 0.175
H -3.374 0.723 -0.078
H -0.886 1.097 -0.358
H 1.445 0.162 1.481
H 3.395 0.512 -0.002
H 2.466 -0.484 -1.230
S -0.044 -0.955 -0.028
*
```

---

The ion CH3Cl2N4 with charge +1 at a distorted geometry. Source: OMol25; level of theory: ωB97M-V with the def2-TZVPD basis set.

## Properties
HOMO energy (alpha / beta)   -14.84 / -14.84 eV
Lowest unoccupied orbital energy (alpha / beta)   -6.24 / -6.24 eV
DFT total energy   -32076.4408 eV
ΔE to the lowest compared entry with this formula, charge and spin   391.1 kJ/mol

```
! RIJCOSX wB97M-V def2-TZVPD def2/J DEFGRID3
* xyz 1 1
C 1.793 -0.387 -0.054
N 2.251 -0.349 1.038
N -1.216 -0.830 0.348
N -1.562 0.292 -0.111
N -0.955 1.076 -0.890
Cl 0.186 -1.571 -0.544
Cl -3.224 0.683 0.570
H 2.352 -0.129 -1.025
H 1.960 -0.537 1.920
H -1.584 1.751 -1.252
*
```

---

A cluster of 2 separate species, C10H17BrN2O2 in total at a distorted geometry. Source: OMol25; level of theory: ωB97M-V with the def2-TZVPD basis set.

## Properties
HOMO energy (alpha / beta)   -3.63 / -3.71 eV
Lowest unoccupied orbital energy (alpha / beta)   2.76 / 2.76 eV
DFT total energy   -87763.1096 eV

```
! RIJCOSX wB97M-V def2-TZVPD def2/J DEFGRID3
* xyz -1 2
C -2.255 1.564 0.780
C -1.122 0.499 0.561
C -1.862 -0.877 0.684
C -0.104 0.722 1.705
C 1.231 -0.064 1.530
N 0.965 -1.506 1.808
C 1.907 -2.248 1.588
O 2.672 -3.002 1.116
C 1.756 0.227 0.100
C 0.717 0.056 -1.034
C 1.348 0.736 -2.294
C 0.522 -1.436 -1.461
N -0.555 0.766 -0.781
O -0.348 2.046 -0.879
H -2.770 1.785 -0.158
H -1.896 2.455 1.309
H -2.997 1.079 1.435
H -2.386 -0.928 1.651
H -2.683 -0.966 -0.123
H -1.181 -1.729 0.583
H -0.533 0.528 2.697
H 0.142 1.799 1.696
H 1.941 0.391 2.238
H 2.043 1.292 0.089
H 2.676 -0.325 -0.154
H 2.063 0.073 -2.799
H 1.874 1.660 -2.017
H 0.565 1.013 -3.009
H 1.320 -1.718 -2.155
H -0.442 -1.493 -1.989
H 0.492 -2.124 -0.610
Br -3.101 -0.275 -2.105
*
```

---

A cluster of 4 separate species, C6H21O7P in total at a distorted geometry. Source: OMol25; level of theory: ωB97M-V with the def2-TZVPD basis set.

## Properties
HOMO energy (alpha / beta)   -13.10 / -13.07 eV
Lowest unoccupied orbital energy (alpha / beta)   -3.04 / -9.85 eV
DFT total energy   -30173.3841 eV
ΔE to the lowest compared entry with this formula, charge and spin   0.0 kJ/mol

```
! RIJCOSX wB97M-V def2-TZVPD def2/J DEFGRID3
* xyz 1 2
C -2.379 0.843 4.084
O -2.744 1.310 5.397
H -1.537 0.157 3.999
H -3.208 0.360 3.567
H -1.904 1.624 3.490
H -2.972 0.568 5.962
C -4.334 -3.077 1.514
O -4.577 -2.616 2.825
H -3.687 -3.927 1.727
H -5.324 -3.232 1.083
H -3.751 -2.253 1.102
H -5.534 -2.545 2.827
C -1.157 0.229 0.109
O -2.425 -0.332 0.170
H -0.720 0.611 1.032
H -0.441 -0.421 -0.393
H -1.320 1.117 -0.503
H -2.959 0.156 0.802
C 4.946 1.380 -1.513
O 3.715 1.702 -2.162
P 2.312 0.969 -1.638
O 1.569 1.695 -0.560
O 2.694 -0.587 -1.203
C 3.480 -1.382 -2.059
O 1.442 0.681 -2.992
C 1.063 1.761 -3.827
H 5.127 2.249 -0.880
H 5.831 1.480 -2.142
H 4.940 0.461 -0.926
H 2.859 -2.169 -2.488
H 4.147 -1.942 -1.404
H 4.068 -0.865 -2.817
H -0.024 1.728 -3.903
H 1.455 1.519 -4.814
H 1.349 2.749 -3.466
*
```